C26H33O5Pt as an isolated structure at a distorted geometry, computed with the ωB97M-V functional and the def2-TZVPD basis.

Its net charge is +1. The value obtained for the total energy is -40968.2303 eV. As for the multiplicity: 5. For the LUMO energy (spin up / spin down), the calculation gives -0.079 / -0.190 hartree. Its energy relative to the best compared isomer or geometry (same formula, charge and spin) is 0.0000 eV. The calculation puts the largest force on an atom at 4.33 eV/Å.

Structure (XYZ):
```
65
Properties=species:S:1:pos:R:3:forces:R:3
H -1.680055 -3.383920 -3.912957 -0.002 -0.040 0.052
C 0.280195 0.781224 3.881765 -0.784 -1.101 -0.397
H -2.609139 -2.021366 -4.555797 0.119 -0.083 -0.048
H 1.421445 1.318724 8.353958 0.075 0.155 -0.319
O 2.016355 3.061009 3.472847 -0.042 -0.220 1.239
C -2.661429 0.008429 2.144124 -0.083 0.597 -1.242
H 1.394492 -1.892467 -1.620294 -0.405 0.158 0.366
H 1.068571 -2.646325 -5.201855 -0.105 0.198 0.177
C -0.062755 -3.289683 -0.613468 0.918 1.446 -0.095
C 1.539645 1.693484 7.335766 0.033 0.090 -0.038
H 0.109212 -2.100736 2.549630 -0.285 0.110 -0.458
O -0.717501 -0.958815 -2.810384 0.058 1.678 -3.988
O 1.829321 1.461386 -3.459855 -0.644 0.193 1.156
H 1.144859 2.077567 2.786448 -0.725 -0.863 -0.443
O 0.493036 1.260046 2.653604 0.492 0.480 0.794
C -0.403718 -3.380639 0.796801 0.816 0.379 0.409
C 0.893806 1.036979 6.277453 -0.146 0.011 -0.838
H 2.311113 3.493466 -3.371889 -0.424 -0.350 0.026
C 0.818667 2.978198 -1.839391 0.390 -0.208 -0.016
H 2.814117 3.351870 7.898882 -0.099 -0.140 -0.182
H -2.433457 0.111641 -3.497576 0.444 0.178 0.000
C 1.020689 1.594098 -1.180672 -0.398 -0.210 -0.356
C 1.971791 0.872644 -2.153303 0.510 -0.071 0.183
C 0.132925 -2.263259 1.471351 0.453 -0.391 -0.092
H -0.982743 1.160507 -3.091973 -0.236 -0.337 -0.076
H -0.241347 3.229664 -1.888474 0.102 0.149 0.054
H -3.082042 -1.941506 3.180146 0.042 0.016 -0.248
C -2.586192 0.375519 0.819104 -0.403 -0.864 0.820
H -0.095005 -4.080810 -1.356469 -0.121 0.071 0.280
C 1.007917 1.494283 4.971972 0.186 0.009 0.765
H 1.620384 -1.592560 -3.870545 -0.018 0.019 -0.188
C 2.324489 2.831661 7.077753 0.173 0.329 -0.523
C -2.967317 -0.819296 -0.045908 -0.673 0.299 2.814
C -0.512947 -1.582055 -4.184539 0.018 -0.539 -0.666
C -1.636892 -2.524560 -4.582904 -0.156 -0.060 0.448
H 1.355251 3.763462 -1.290518 -0.315 -0.203 -0.099
C -3.172093 -1.911140 0.967302 0.036 0.322 -0.392
H -2.566895 0.651076 3.015230 0.250 -0.132 -0.378
C 1.428351 2.832060 -3.252278 0.242 0.292 -0.329
C 1.853376 2.652847 4.666353 -0.206 -0.161 -0.396
Pt -1.402867 -1.579596 -1.053488 -0.394 -0.924 1.037
H 1.744053 -0.198481 -2.229434 0.150 0.549 -0.142
H 3.109841 4.160005 5.562145 -0.059 -0.043 0.062
H 0.054838 1.043197 -1.115554 0.579 0.334 0.057
H -3.429821 -2.931970 0.682827 -0.176 0.393 0.266
H -1.390800 -0.178960 -5.695190 0.261 -0.134 -0.106
H 1.451065 -0.597954 0.803417 -0.307 0.112 -0.020
H 3.016850 0.980055 -1.801861 -0.306 -0.009 -0.228
C 0.825142 -1.443171 0.554524 0.102 -1.258 -0.071
H -2.314525 1.341812 0.414932 -0.149 -0.011 0.133
H 0.246767 0.309583 -5.048419 -0.303 -0.131 0.020
H -3.766511 -0.655382 -0.777503 0.184 -0.128 -0.208
C -0.698060 -0.212595 -4.856507 0.042 0.218 0.672
O -0.448270 -0.180414 4.110740 0.992 1.154 -0.289
C -1.337661 0.223831 -3.539530 0.336 -0.072 0.567
C 2.488814 3.299517 5.783874 0.125 -0.034 0.648
H -0.899968 -4.228290 1.261208 -0.055 0.300 -0.146
H 0.695935 3.087570 -4.029444 0.273 -0.074 0.055
C -2.986612 -1.404463 2.241416 -0.115 -0.148 -1.027
H 0.283368 0.149833 6.450310 0.139 0.281 -0.026
H 0.798777 -3.127707 -3.526547 0.025 0.081 -0.130
C 0.739024 -2.055919 -0.768868 -0.561 -1.618 1.154
C 0.826921 -2.263540 -4.202308 0.168 -0.194 0.076
H -1.471738 -2.909296 -5.596960 0.056 0.236 0.195
H 1.426939 1.669624 -0.163234 -0.094 -0.085 -0.325
```
Positions in Å, forces in eV/Å.



A 3-piece molecular cluster, C26H34BF3N4O6S2 overall at a distorted geometry, computed with the ωB97M-V functional and the def2-TZVPD basis.

The value obtained for the total energy is -76256.9051 eV. For the LUMO energy, the calculation gives 0.005 hartree. The calculation puts the largest force on an atom at 2.29 eV/Å.

Structure (XYZ):
```
76
Properties=species:S:1:pos:R:3:forces:R:3
N -0.744623 -4.367055 -4.572955 -0.059 0.090 -0.091
C 3.281849 4.115201 5.581306 0.057 -0.014 -0.048
O -0.799190 0.485597 3.098848 -0.665 -0.475 -0.750
S 0.300583 -0.296115 2.614275 0.696 1.001 1.941
C -1.542469 -6.128489 -5.648914 -0.009 -0.011 0.005
H 0.559538 -0.295471 -2.107677 -0.041 -0.133 0.005
H -0.388704 5.136840 -1.838450 0.214 -0.030 -0.065
H 4.339424 2.488969 4.745800 0.013 -0.018 0.030
O 1.401615 -0.357492 3.525982 0.260 -0.737 -0.649
C 2.275909 2.178057 5.071715 0.098 -0.060 -0.051
H -1.936598 -7.109783 -5.853814 -0.001 0.000 0.001
N 3.465620 2.857645 5.070748 -0.076 0.048 0.033
H 2.028919 2.217719 0.970825 0.195 -0.292 -0.142
H -2.672966 5.213252 -0.854783 0.121 0.173 -0.206
C -3.576542 -3.025502 2.496891 -0.022 1.002 -0.349
H -1.107303 0.525689 0.243308 0.067 0.192 0.215
N -1.430822 0.239486 -3.442444 0.185 0.020 0.550
H 0.743969 1.267240 -1.406710 0.236 -0.011 -0.082
F -4.409592 -4.043360 2.509420 0.238 -0.087 0.254
H -1.918461 -0.618421 -3.216659 -0.270 0.030 -0.358
C -2.193036 3.779742 0.631193 -0.367 0.093 -0.043
C -0.623437 4.509452 -0.989159 -0.506 0.282 -0.051
B 0.297874 -2.587850 -0.614743 0.526 -0.696 -0.313
H -1.962035 -1.069861 1.644289 0.021 -0.030 0.473
H 0.278637 2.772452 5.713118 0.001 -0.016 0.003
C -0.697556 -1.506204 0.014915 -0.131 -0.841 -0.351
C 2.966269 0.111999 -0.396530 -0.646 -0.496 0.056
H 1.313884 -2.535255 -2.420560 0.019 -0.412 -0.242
C 1.320409 3.015026 5.584149 -0.011 0.038 -0.026
H 4.104045 4.804932 5.667537 -0.015 0.013 0.005
O -1.341826 -4.468765 1.968578 0.072 0.345 0.774
H -3.168661 3.823610 1.091722 -0.126 0.012 -0.006
C -0.785532 -4.027415 -5.897578 0.023 0.008 0.036
C 1.034362 1.893294 1.258498 -0.336 0.404 -0.034
C 2.255912 -0.269544 0.814670 0.358 0.457 0.543
C 1.710989 3.674965 -1.091824 -0.847 0.399 -0.082
C 3.506633 0.282768 -1.445763 0.504 -0.131 -0.364
C 0.028619 2.832570 0.629716 -0.285 0.055 -0.019
F -4.198225 -1.967412 1.934228 0.033 -0.249 0.132
H 2.311519 4.459203 -0.632685 0.311 -0.183 0.081
H -1.256972 -6.093266 -3.436051 -0.002 -0.008 -0.003
H 2.208152 1.164741 4.707712 0.015 0.187 0.124
C 0.331949 3.665172 -0.446996 1.055 -0.335 -0.412
C -1.897367 4.574071 -0.460484 -0.137 -0.127 0.250
H 2.855480 0.085290 1.654230 0.008 -0.026 0.119
H -0.464099 -3.054701 -6.229983 0.000 -0.007 -0.019
C 1.959015 4.244860 5.907187 -0.024 0.001 -0.002
C -0.213355 -0.029551 -0.049921 -0.459 -0.143 0.258
C -1.274179 -5.101477 -6.593709 -0.010 0.014 -0.019
H -0.981994 2.012212 -2.489487 -0.182 0.216 0.149
H 1.573048 3.955694 -2.134247 0.173 -0.005 -0.132
O -2.655100 -3.598868 0.116346 -0.253 0.662 -0.126
H 2.251001 -1.350429 0.928318 -0.203 -0.129 -0.144
F -3.197315 -2.661693 3.715669 -0.080 -0.401 0.009
C -1.206949 -5.642586 -4.412500 0.027 0.004 0.034
H 1.498819 5.121855 6.330955 0.004 -0.002 0.005
C 0.859621 0.364449 0.997786 0.112 -0.733 -0.101
H -0.286629 -2.163074 -2.480118 0.302 0.028 -0.411
H -1.600774 -1.529612 -0.602874 -0.010 0.092 -0.129
H -1.423663 -5.146496 -7.659588 -0.001 0.000 0.000
C -1.252589 2.922272 1.153305 -0.309 -0.128 0.475
N 0.399179 -2.780828 -2.055123 -0.549 1.119 0.695
C 0.057938 0.431753 -1.483811 0.000 1.023 0.459
H -2.055277 0.985217 -1.515844 -0.089 0.124 0.006
C -1.197422 0.991042 -2.193344 0.533 -0.698 -0.682
O -0.145963 -1.822950 2.370582 -0.282 0.663 -0.222
H 2.003138 -3.420596 -0.121204 -0.099 -0.676 -0.168
S -2.105653 -3.396740 1.424179 0.364 -1.421 -0.553
H 2.198203 2.709634 -1.069492 0.292 -0.007 0.130
H -0.424041 -3.770863 -3.827786 0.046 -0.217 0.058
C -1.200777 -1.824064 1.419380 -0.433 0.210 -0.774
H 4.052507 0.324027 -2.353336 0.033 0.263 -0.162
H -1.558373 2.334326 2.007363 0.267 -0.139 0.050
H -1.967863 0.782677 -4.102512 -0.223 -0.166 0.003
H 0.991437 2.064815 2.334805 0.075 0.003 0.092
O 1.097901 -3.358051 0.200087 0.203 1.017 0.329
```
Positions in Å, forces in eV/Å.



- Look up the largest force on an atom of the first one.
  4.33 eV/Å